112
Properties=species:S:1:pos:R:3:forces:R:3 method="wB97M-V/def2-TZVPD" charge=+1 multiplicity=3 orbital_gap_ev="6.048 / 6.053" lumo_ha="-0.1026 / -0.1026" homo_energy_ha="-0.3248 / -0.3250" total_energy_ev=-180654.4193 fmax_ha_per_bohr=0.0249
Tm 0.158888 0.619269 0.977963 0.6 0.3 0.6
C -1.748452 4.071929 -2.133058 -0.1 0.1 -0.1
C -2.120268 4.479227 -0.711314 -0.1 -0.1 0.0
C -3.602343 4.231172 -0.408431 0.1 0.0 -0.1
C -1.169332 3.916012 0.332495 -0.1 0.1 0.1
C 0.173340 3.727981 0.025494 0.2 0.1 0.0
C 1.148889 3.668403 1.025318 -0.1 0.1 -0.2
C 0.808351 3.761708 2.365100 0.1 0.1 0.1
C 1.859535 3.865153 3.432766 0.0 -0.1 0.0
C -0.551029 3.814579 2.675885 -0.1 -0.1 0.2
C -1.519576 3.867218 1.688589 -0.1 0.1 0.1
H -2.419497 4.560850 -2.841616 0.0 -0.1 0.0
H -1.826910 2.992518 -2.249299 0.0 -0.1 0.0
H -0.732899 4.375474 -2.406170 -0.2 0.0 0.0
H -1.963882 5.559192 -0.651971 0.0 0.1 0.0
H -3.801559 3.161811 -0.323528 0.0 -0.1 0.0
H -4.216339 4.648033 -1.214116 0.1 -0.1 0.1
H -3.928137 4.713979 0.516134 0.1 0.0 -0.1
H 0.508241 3.781550 -1.000600 0.0 -0.1 0.0
H 2.189014 3.663815 0.735106 0.1 -0.2 0.0
H 2.862234 3.777846 3.008464 -0.1 0.0 0.0
H 1.734734 3.080066 4.181142 0.0 0.0 -0.1
H 1.785142 4.830957 3.938124 0.0 0.0 0.0
H -0.855518 3.847447 3.718039 0.0 0.0 -0.1
H -2.557500 3.971730 1.986424 0.1 0.0 0.0
C -1.834594 -0.736440 1.818448 0.0 0.4 0.2
C -1.428815 -1.146604 3.144287 -0.1 0.2 -0.2
C -0.666362 -2.251882 3.328688 0.1 -0.5 0.3
C 0.250743 -2.538772 4.389853 0.0 -0.2 -0.4
C 0.584017 -1.749004 5.430671 0.4 0.2 0.4
C -0.130187 -0.488841 5.713361 0.3 0.2 -0.1
C -1.686351 -0.151504 4.224764 0.4 0.1 0.0
C 1.699031 -2.122180 6.272070 -0.3 0.0 -0.1
N 2.605699 -2.426716 6.918421 -0.2 0.1 -0.2
H -2.734546 -0.123860 1.810703 -0.1 0.0 0.0
H -1.942620 -1.577341 1.135923 0.1 0.0 -0.2
H -0.613574 -2.921897 2.478676 0.1 0.0 0.0
H 0.819073 -3.459046 4.293596 0.0 0.0 -0.1
H 0.135702 -0.047022 6.667483 0.1 0.0 0.1
H -2.600430 0.417125 4.079985 -0.1 0.0 0.0
C 3.196479 -3.734584 1.615036 0.0 -0.1 -0.1
S 2.498362 -2.073764 1.629065 0.2 0.2 0.2
C 3.372184 -1.464931 3.094987 0.0 -0.2 -0.1
H 4.268705 -3.660366 1.802241 -0.1 -0.1 -0.1
H 3.051014 -4.183940 0.626342 0.0 0.0 0.2
H 2.731620 -4.360613 2.380684 0.1 0.0 -0.1
H 3.317642 -2.206482 3.893379 0.0 0.1 0.0
H 2.871131 -0.559641 3.415875 -0.1 0.1 0.0
H 4.409914 -1.260744 2.836043 0.0 0.0 0.0
C -4.261224 1.578052 -3.780472 0.0 0.0 -0.1
As -4.407320 0.423573 -2.256609 0.1 -0.1 0.1
C -4.740853 -1.294030 -3.048911 -0.1 0.0 -0.1
C -6.059301 0.905790 -1.418286 -0.1 0.0 -0.1
S -2.834542 0.305846 -0.880421 -0.2 0.1 0.0
H -5.053129 1.309610 -4.481708 0.1 0.1 0.0
H -3.285845 1.442278 -4.238069 0.1 0.0 -0.1
H -4.380241 2.606763 -3.465016 0.0 0.2 0.0
H -5.660100 -1.263738 -3.637718 0.1 0.0 0.0
H -4.831578 -2.027180 -2.253285 0.0 -0.1 0.0
H -3.900300 -1.539541 -3.693263 0.0 -0.1 0.0
H -6.874697 0.821370 -2.139799 0.0 0.0 0.1
H -5.984214 1.927535 -1.055564 0.0 0.0 0.0
H -6.221316 0.233815 -0.580774 0.0 0.0 0.1
C -0.216957 0.670454 -3.313543 -0.3 0.0 -0.1
Si 1.547196 0.771638 -2.683120 0.0 -0.1 0.0
C 2.419649 -0.658101 -3.584649 0.3 -0.3 -0.1
C 2.234955 2.374603 -3.327271 0.2 0.4 -0.1
N 1.671978 0.651530 -0.959600 -0.2 -0.1 0.9
C 2.991357 0.820113 -0.463791 0.0 0.0 -0.2
C 4.173798 0.691095 -1.225286 0.0 0.0 -0.1
C 5.432312 0.906591 -0.670007 -0.1 0.0 0.0
C 5.583393 1.255267 0.666796 0.1 0.0 0.0
C 4.439137 1.377634 1.440768 0.0 -0.1 0.1
C 3.192521 1.158036 0.879911 0.1 0.0 -0.1
H -0.223854 0.112998 -4.262789 0.0 0.2 0.2
H -0.602921 1.679539 -3.517449 0.0 -0.3 0.1
H -0.912989 0.189834 -2.619558 0.1 0.1 -0.1
H 1.700014 -1.250894 -4.166727 0.1 0.1 0.1
H 2.954427 -1.328642 -2.897435 -0.1 0.1 -0.2
H 3.161208 -0.271650 -4.298333 -0.1 -0.1 0.1
H 2.287971 2.351860 -4.423849 0.0 0.1 0.2
H 3.236959 2.591749 -2.941817 -0.2 0.0 -0.1
H 1.576499 3.207312 -3.042625 0.1 -0.1 -0.1
H 4.125330 0.421691 -2.277085 0.1 0.1 0.2
H 6.310139 0.801706 -1.302124 -0.1 0.0 0.1
H 6.565613 1.432637 1.092032 -0.1 0.0 -0.1
H 4.510250 1.643077 2.492406 0.0 0.0 -0.1
H 2.346112 1.288383 1.533176 0.0 0.1 0.5
O -1.542107 -0.573096 5.568791 -0.1 -0.1 -0.2
S -0.136277 0.895859 4.332444 -0.2 0.0 0.0
N 0.763924 0.806747 3.094850 -0.2 -0.5 -1.2
C -1.460314 -4.208360 -2.345448 0.3 0.1 0.1
C -1.504622 -2.926487 -1.471602 0.3 -0.2 0.1
N -0.302268 -2.853429 -0.631551 0.2 -0.1 -0.3
C 0.878769 -2.621883 -1.486606 -0.3 -0.3 0.2
C 0.941754 -3.673014 -2.617277 -0.2 -0.1 0.2
N -0.051271 -4.757927 -2.258388 -0.1 0.2 0.2
C 0.213818 -5.263947 -0.855151 -0.1 0.3 -0.1
C -0.135668 -4.107025 0.116620 0.0 0.1 -0.3
H -1.675197 -4.018911 -3.394835 0.0 0.0 0.0
H -2.124581 -4.988680 -1.984497 0.0 -0.1 0.0
H -2.393906 -2.933357 -0.841089 0.0 0.0 0.0
H -1.555971 -2.029576 -2.085209 0.0 0.0 0.0
H 1.777338 -2.658718 -0.872548 0.0 0.0 0.0
H 0.833619 -1.624811 -1.908120 -0.1 0.0 0.0
H 1.920060 -4.136453 -2.718120 0.0 0.0 0.0
H 0.643574 -3.273654 -3.585023 0.0 0.0 0.0
H 0.048235 -5.526254 -2.913501 0.0 -0.1 -0.1
H 1.263131 -5.549866 -0.814105 0.0 0.0 0.0
H -0.397878 -6.148337 -0.701738 -0.1 -0.1 0.0
H 0.657060 -3.985954 0.852062 0.0 0.0 0.0
H -1.059650 -4.320316 0.654422 0.0 0.0 0.0